Record 1
3 unconnected molecules or ions with the total composition C33H64Cl2N8O8P2 in a non-equilibrium geometry. Source: the OMol25 dataset; level of theory: the ωB97M-V functional and the def2-TZVPD basis.

Geometry as XYZ:
```
117
Properties=species:S:1:pos:R:3:forces:R:3
H 1.025941 -5.456089 -3.337807 -0.2 0.0 -0.6
N 1.024136 -5.329582 -4.371832 6.2 0.1 -0.8
C 2.354229 -5.285810 -4.746654 -3.7 -0.2 0.2
C 3.662516 -5.453281 -3.813720 -0.2 -0.7 -1.6
C 3.834062 -4.528858 -2.502531 2.3 -1.2 0.5
C 3.764142 -5.585832 -1.207264 0.5 -0.8 -0.3
C 2.360346 -6.412526 -1.097747 -5.9 2.3 2.4
O 1.180761 -5.956227 -0.671978 8.1 -2.8 -3.0
Cl 2.384291 -8.230449 -1.618374 0.3 2.3 0.6
N 5.364074 -4.287965 -2.504373 1.1 2.5 -0.7
C 5.830984 -2.901845 -2.881616 2.4 0.5 0.3
O 7.047021 -2.343582 -2.856371 -7.6 -4.2 -0.2
C 4.358797 -2.217349 -3.286703 3.7 2.5 0.5
C 4.702190 -0.624163 -2.990157 0.1 9.3 3.4
C 4.908650 0.733775 -2.613217 -2.5 -9.8 -2.3
C 4.249709 -2.211209 -4.914509 -0.1 0.3 0.0
O 5.554923 -1.663414 -5.415463 0.1 -3.8 -1.6
C 6.075770 -2.701302 -6.344990 -2.2 0.1 -6.5
C 7.123683 -3.898816 -5.950161 0.9 -0.4 0.5
O 5.622940 -2.705201 -7.628860 2.9 0.2 8.5
C 3.270862 -3.011807 -2.353547 -0.6 2.3 -0.5
C 3.322967 -2.489010 -0.802277 1.2 -0.7 1.0
C 2.126938 -3.000730 0.182915 0.7 0.4 1.8
C 2.070061 -1.899845 1.441980 -0.8 0.8 -1.5
Cl 1.831946 -2.686892 3.102048 0.2 0.5 -1.4
C 1.804174 -2.556780 -2.891550 -1.4 -1.2 -0.3
C 1.300648 -1.060247 -2.479737 -0.2 0.4 0.5
O -0.035963 -0.876143 -3.138214 -1.3 -2.2 2.2
C -1.104929 -1.478144 -2.327012 -1.9 2.6 4.8
O -1.509539 -0.862602 -1.200282 2.9 -3.8 -6.9
C -1.910601 -2.869632 -2.742594 -0.9 0.4 -0.7
C -1.721040 -4.095738 -1.671314 0.3 -0.2 0.4
H 2.529969 -5.151012 -5.920703 -0.3 -0.3 2.7
H 3.741879 -6.605716 -3.511376 -0.3 2.5 -0.6
H 4.618894 -5.269294 -4.505062 -2.3 -0.3 1.4
H 4.106663 -5.088077 -0.196677 -1.2 -0.9 -2.0
H 4.608488 -6.393819 -1.453878 -2.0 1.7 0.5
H 5.947641 -5.105243 -2.786656 -0.5 1.2 0.6
H 4.779299 1.832025 -2.214345 0.5 -2.8 -1.1
H 3.423231 -1.437206 -5.216797 1.5 -1.7 0.5
H 4.131527 -3.249686 -5.431273 -0.4 1.9 1.3
H 7.728772 -3.725654 -4.960559 -1.5 0.0 -1.8
H 6.585161 -4.957740 -5.834153 0.8 2.5 -0.4
H 7.944656 -4.070160 -6.800137 -2.2 0.7 1.6
H 3.391873 -1.325826 -0.662267 -0.1 -2.2 -1.0
H 4.339143 -2.921014 -0.346996 -2.1 1.1 -0.8
H 1.049981 -3.007295 -0.262945 2.2 -0.3 0.7
H 2.422502 -4.029174 0.709192 -1.0 2.2 -1.5
H 1.107601 -1.222295 1.243867 2.3 -1.4 0.7
H 3.016959 -1.214193 1.487097 -1.8 -1.5 0.0
H 1.015589 -3.318552 -2.418121 1.6 1.6 -1.0
H 1.642136 -2.662445 -4.065156 0.6 0.2 2.6
H 1.098980 -0.892594 -1.331587 0.7 -0.5 -2.2
H 1.958040 -0.174048 -2.867390 -1.1 -1.9 0.6
H -1.675118 -3.225256 -3.839274 -0.1 0.9 2.3
H -3.065666 -2.586749 -2.735223 2.6 -0.3 0.0
H -0.909858 -3.765163 -0.894175 -1.5 -0.9 -1.4
H -2.705858 -4.329215 -1.053032 2.1 0.7 -1.5
H -1.398520 -5.107569 -2.213385 -0.6 2.4 1.2
C -1.700909 2.178551 0.257288 -0.4 0.4 0.2
N -0.308472 2.383242 0.632712 -0.3 -1.5 0.7
C -0.073394 1.691287 1.904095 0.6 -0.1 -0.1
P 0.615103 3.815707 0.473243 -2.3 -4.6 -6.6
O 1.908610 3.029610 0.147002 1.3 2.1 3.6
N 0.529428 4.410901 -1.144931 0.0 1.3 -1.7
C 0.103006 3.540262 -2.236636 -0.1 -0.3 0.2
C 1.761443 5.096792 -1.572139 0.0 -0.1 0.3
N -0.871880 4.719383 0.848280 0.9 2.4 2.3
C -1.641782 5.517840 -0.104883 0.3 0.2 -0.6
C -0.632468 5.539867 2.040781 -0.3 0.0 0.6
H -2.398570 2.623385 0.976576 -0.1 0.1 0.0
H -1.927793 1.106491 0.201907 0.4 0.2 0.1
H -1.941261 2.569367 -0.728006 0.2 0.2 0.0
H -0.587641 2.198954 2.726954 -0.2 -0.2 0.2
H 0.994271 1.660269 2.144998 -0.1 0.1 -0.1
H -0.412534 0.650115 1.865050 -0.1 0.2 -0.1
H 0.581851 2.555898 -2.191244 -0.1 -0.1 -0.1
H 0.326227 3.976607 -3.216961 0.2 0.2 0.3
H -0.975783 3.410212 -2.239855 -0.1 -0.2 0.1
H 2.538302 4.381838 -1.879004 0.0 0.1 0.1
H 2.167211 5.708938 -0.761511 0.0 -0.1 0.0
H 1.563665 5.765854 -2.415499 -0.2 -0.1 0.1
H -1.062386 6.351492 -0.515968 -0.2 -0.1 -0.1
H -2.529397 5.942851 0.380323 0.2 -0.2 0.5
H -2.033111 4.909302 -0.922488 0.4 0.0 0.0
H 0.034790 6.380283 1.813207 -0.1 0.1 0.2
H -0.163469 4.939678 2.828650 0.1 0.0 0.0
H -1.567381 5.930385 2.458589 0.1 0.0 -0.2
C -6.800909 1.039915 5.435697 -0.2 0.5 0.2
N -5.408472 1.244605 5.811121 -0.4 -1.6 0.7
C -5.173394 0.552650 7.082504 0.7 -0.1 -0.1
P -4.484897 2.677070 5.651652 -2.1 -4.5 -6.7
O -3.191390 1.890974 5.325411 1.2 2.1 3.7
N -4.570572 3.272265 4.033478 -0.1 1.3 -1.6
C -4.996994 2.401626 2.941773 -0.1 -0.4 0.2
C -3.338557 3.958156 3.606270 0.0 -0.1 0.4
N -5.971880 3.580746 6.026689 0.9 2.4 2.3
C -6.741782 4.379203 5.073527 0.3 0.3 -0.6
C -5.732468 4.401230 7.219190 -0.4 0.0 0.6
H -7.498570 1.484748 6.154986 -0.1 0.0 0.0
H -7.027793 -0.032146 5.380316 0.3 0.1 0.1
H -7.041261 1.430730 4.450403 0.1 0.2 0.0
H -5.687641 1.060318 7.905363 -0.2 -0.1 0.2
H -4.105729 0.521632 7.323408 -0.1 0.1 -0.2
H -5.512534 -0.488522 7.043459 -0.1 0.2 -0.1
H -4.518149 1.417262 2.987165 0.0 -0.1 -0.1
H -4.773773 2.837971 1.961448 0.2 0.2 0.3
H -6.075783 2.271576 2.938554 -0.2 -0.1 0.1
H -2.561698 3.243202 3.299405 0.0 0.2 0.1
H -2.932789 4.570301 4.416898 0.0 0.0 0.0
H -3.536335 4.627217 2.762910 -0.2 -0.1 0.0
H -6.162386 5.212856 4.662441 -0.2 -0.1 -0.1
H -7.629397 4.804215 5.558732 0.2 -0.2 0.4
H -7.133111 3.770666 4.255921 0.4 0.0 0.0
H -5.065210 5.241647 6.991616 -0.1 0.1 0.2
H -5.263469 3.801042 8.007059 0.1 0.0 -0.1
H -6.667381 4.791748 7.636998 0.1 0.0 -0.1
```
Forces are in eV/Å.

## Properties
HOMO-LUMO gap: 0.2426 hartree
energy above the lowest of the compared OMol25 structures with the same formula, charge and spin: 10.9692 eV
structure (SMILES): [H]/N=C\C[C@@]1(CC(=O)Cl)NC(=O)[C@@](C#C)(COC(C)=O)[C@@]1(CCCCl)CCOC(=O)CC.CN(C)P(=O)(N(C)C)N(C)C.CN(C)P(=O)(N(C)C)N(C)C

Record 2
6 unconnected molecules or ions with the total composition C33H64ClN9 in a non-equilibrium geometry. Source: the OMol25 dataset; level of theory: the ωB97M-V functional and the def2-TZVPD basis.

Geometry as XYZ:
```
107
Properties=species:S:1:pos:R:3:forces:R:3
C -3.127345 -4.198985 -8.232116 0.0 -0.6 -0.4
C -1.896067 -3.786008 -7.443035 -0.1 0.6 0.2
C -2.226212 -2.734834 -6.385567 0.4 0.4 0.3
C -1.001213 -2.334160 -5.557707 -0.1 -0.7 -0.1
N -1.347543 -1.444066 -4.386077 1.6 -0.2 1.2
C -2.396927 -1.963989 -3.438757 -1.4 -0.2 -0.3
C -2.182189 -1.317340 -2.066748 -0.4 -0.1 -0.5
C -0.713569 -0.930747 -2.090579 0.0 0.6 1.2
C -0.151693 -1.368311 -3.408946 0.8 0.7 -0.7
C -1.628376 -0.062370 -4.865807 -0.5 0.2 -0.2
H -3.796387 -4.832092 -7.646525 0.0 0.1 0.1
H -2.792596 -4.810318 -9.071283 -0.2 0.0 0.0
H -3.731093 -3.392766 -8.647810 0.2 0.2 0.1
H -1.119785 -3.381704 -8.096883 0.0 -0.2 -0.1
H -1.495406 -4.659786 -6.923946 0.1 0.0 -0.1
H -3.013298 -3.160265 -5.757569 0.0 0.2 0.1
H -2.583440 -1.807112 -6.838808 -0.4 -0.2 -0.2
H -0.250225 -1.798158 -6.138819 -0.2 0.2 -0.1
H -0.448379 -3.195940 -5.176511 -0.4 -0.1 0.3
H -3.392632 -1.755997 -3.830463 0.1 0.0 -0.2
H -2.328208 -3.049843 -3.385950 0.4 0.0 -0.2
H -2.837154 -0.455425 -1.932213 0.1 0.1 -0.2
H -2.465778 -1.991934 -1.260052 0.2 -0.2 -0.1
H -0.631631 0.149117 -1.953703 0.2 -0.1 -0.1
H -0.198082 -1.352981 -1.228509 0.2 0.0 -0.2
H 0.567855 -0.636340 -3.779551 -0.2 0.0 -0.3
H 0.423790 -2.290824 -3.343576 -0.7 -0.4 -0.3
H -2.531902 -0.039906 -5.472215 -0.2 -0.2 0.3
H -0.846882 0.298914 -5.531626 0.3 -0.2 0.3
H -1.726226 0.591903 -4.003714 -0.1 0.0 -0.1
C -0.392197 -2.014173 5.342735 -0.7 0.3 0.5
C -1.297274 -2.442317 4.187698 -0.2 0.1 1.0
N -0.611339 -3.360335 3.291457 0.1 -0.8 -1.2
C 0.217956 -4.410208 3.650585 -0.5 0.5 0.7
C 0.642821 -4.998200 2.518065 0.4 -0.1 -0.2
N 0.104307 -4.292609 1.467465 -1.1 -0.6 0.1
C -0.741734 -3.380826 1.961471 1.0 0.8 0.6
C 0.234194 -4.631657 0.061271 0.0 0.2 -0.8
H -0.322846 -2.769104 6.126907 0.4 -0.3 -0.3
H -0.858567 -1.200967 5.905341 -0.1 0.1 -0.3
H 0.569417 -1.632187 5.010608 0.1 -0.2 -0.1
H -1.644005 -1.572737 3.634918 0.2 -0.1 -0.3
H -2.173382 -2.969609 4.569368 0.0 0.1 0.1
H 0.325182 -4.665588 4.690632 0.3 -0.1 -0.1
H 1.241202 -5.878984 2.360511 0.1 0.1 0.0
H -1.287109 -2.614413 1.434885 0.1 -0.1 -0.3
H -0.738928 -4.592726 -0.425594 0.0 0.1 0.1
H 0.619425 -5.631259 -0.124370 0.1 -0.1 0.5
H 0.913087 -3.928128 -0.421412 0.0 0.0 0.0
C -0.604247 5.158421 3.321539 1.3 0.6 -0.8
C -1.548992 4.130186 3.846164 -1.2 0.1 0.6
N -2.451615 3.605906 2.786597 0.0 -0.9 0.1
C -3.364536 4.370781 2.101702 0.0 0.5 -0.2
C -4.126559 3.545073 1.349476 0.0 0.0 0.2
N -3.712284 2.261773 1.629936 0.1 0.1 0.4
C -2.709980 2.324630 2.507972 0.1 0.3 0.0
C -4.239326 1.022723 1.067429 0.5 0.1 -0.9
H -0.125319 5.777059 4.080690 -0.5 -0.1 0.3
H -1.009150 5.830965 2.562839 -0.4 0.0 0.3
H 0.260085 4.708993 2.819916 -0.2 -0.4 0.0
H -2.293283 4.492615 4.560168 0.5 0.5 0.2
H -1.021175 3.349601 4.391064 -0.1 -0.4 -0.5
H -3.462313 5.437702 2.217630 0.2 0.0 0.0
H -4.945071 3.797361 0.697198 0.0 -0.2 0.0
H -2.199770 1.471627 2.925029 0.1 0.0 -0.1
H -5.177241 1.224125 0.557893 -0.2 0.0 0.4
H -4.323661 0.252999 1.825893 -0.2 0.1 0.1
H -3.533099 0.712296 0.293223 0.0 -0.3 0.2
C 3.661770 6.562525 0.350355 0.0 -1.1 0.0
C 2.223542 6.681547 -0.155833 1.3 1.0 0.5
N 1.514474 5.402246 -0.144735 -1.2 -0.8 -0.4
C 1.945377 4.161952 0.273463 0.7 0.0 0.1
C 0.990017 3.246761 -0.022688 0.0 -0.3 0.6
N -0.054468 3.934597 -0.564741 0.1 1.1 -0.8
C 0.289415 5.226081 -0.656605 0.3 -0.2 -0.4
C -1.233013 3.332712 -1.179997 0.3 -0.9 0.2
H 4.200635 5.804615 -0.225741 0.1 0.2 -0.2
H 3.729471 6.208082 1.380758 -0.2 0.3 0.1
H 4.206284 7.496414 0.254204 -0.2 0.1 0.0
H 2.279331 7.085844 -1.164906 -0.4 -0.2 -0.1
H 1.705694 7.404479 0.472718 -0.3 -0.2 -0.1
H 2.912733 4.014706 0.721333 -0.1 0.1 0.0
H 0.920797 2.178945 0.154980 0.1 0.1 0.1
H -0.241464 5.937006 -1.270585 -0.1 0.2 0.4
H -1.538668 2.553483 -0.478566 -0.5 0.2 0.0
H -0.960035 2.810780 -2.098188 0.2 0.2 -0.1
H -1.998647 4.061964 -1.415532 0.0 0.1 0.3
C 3.924763 -1.215852 -0.017216 0.5 -0.8 0.2
C 4.114607 -0.259175 1.146297 -1.1 0.9 -0.1
N 4.131824 -0.969230 2.417622 0.5 -0.4 0.9
C 3.034327 -1.316662 3.158580 -0.8 0.1 0.0
C 3.465582 -1.996692 4.248650 0.9 0.0 -0.2
N 4.859468 -2.006758 4.183657 -0.9 -0.7 -0.7
C 5.223954 -1.430958 3.051965 -0.3 0.7 -0.9
C 5.702930 -2.643203 5.173957 0.7 -0.1 0.7
H 2.916588 -1.635983 -0.019881 -0.2 0.4 0.0
H 4.546553 -2.105295 0.122502 0.3 0.2 -0.2
H 4.159044 -0.788654 -0.988465 0.0 0.2 0.1
H 3.243540 0.404757 1.181190 -0.1 -0.2 0.2
H 4.917517 0.477393 1.146132 0.6 -0.6 -0.4
H 2.046646 -0.992128 2.844552 0.1 -0.2 0.0
H 2.985276 -2.597065 4.999814 -0.2 0.4 0.2
H 6.188567 -1.319442 2.581372 0.3 -0.1 0.6
H 5.838202 -1.947221 6.001643 0.2 -0.1 -0.1
H 6.657106 -2.933698 4.740730 0.0 0.3 0.0
H 5.267527 -3.554833 5.578771 -0.4 0.1 -0.3
Cl -0.121343 -0.050581 1.328601 -0.1 0.1 0.0
```
Forces are in eV/Å.

## Properties
HOMO-LUMO gap: 0.3557 hartree
energy above the lowest of the compared OMol25 structures with the same formula, charge and spin: 0.0289 eV
total charge: +4